No. 1
The following is a quantum chemistry calculation of an isolated molecule of C23H30N2O3, from OMol25.

XYZ file:
```
58
Properties=species:S:1:pos:R:3:forces:R:3:mulliken_charge:R:1
O -4.044 2.554 -0.679 -0.17 0.39 -0.16 -0.70
O 4.978 -0.759 0.924 -0.04 -0.15 0.12 -0.44
O -5.833 -1.637 0.893 0.14 -0.08 -0.15 -0.35
N -4.081 0.596 0.432 -0.18 -0.43 0.26 -0.02
N -0.114 -0.906 -1.523 0.02 -0.01 -0.13 0.28
C 3.928 -1.495 0.459 -0.16 -0.30 0.03 0.37
C -1.147 0.736 -0.038 0.19 0.12 -0.25 -1.03
C -6.014 -1.999 2.240 0.00 -0.01 0.06 -0.71
C 1.771 -3.088 -0.283 -0.04 0.06 -0.10 -0.64
C 3.119 -1.130 -0.610 0.21 0.04 -0.06 0.40
C -1.090 -0.634 -2.563 -0.24 -0.17 0.03 -0.90
C 3.181 1.358 1.627 0.09 -0.02 0.01 -0.23
C 3.791 2.457 -0.412 0.10 -0.12 0.09 -0.35
C 3.666 -2.685 1.136 0.17 0.25 0.00 -0.64
C 2.597 -3.473 0.760 -0.02 0.00 0.01 -0.60
C 4.031 1.470 0.535 0.02 0.00 0.03 0.33
C 2.098 2.209 1.761 -0.02 0.00 0.07 -0.55
C 1.116 -1.459 -2.075 -0.10 0.01 0.02 -1.35
C -3.541 1.475 -0.441 0.53 -0.08 -0.14 -0.11
C 1.861 3.187 0.811 -0.08 0.09 -0.02 -0.40
C -2.233 1.020 -1.076 -0.13 -0.07 0.08 0.38
C 5.198 0.523 0.375 0.20 0.24 -0.10 -0.69
C 2.033 -1.915 -0.975 0.14 -0.14 -0.01 0.01
C 0.132 0.291 -0.739 -0.08 -0.01 0.36 -0.08
C -2.423 -0.228 -1.941 0.21 0.17 -0.21 -0.69
C 2.714 3.313 -0.273 -0.04 0.11 -0.05 -0.62
C -6.324 -0.358 0.554 0.06 0.39 0.00 -0.45
C -5.392 0.775 1.004 -0.28 -0.25 -0.03 -0.90
H -1.465 -0.061 0.635 0.01 -0.02 0.08 0.32
H 2.536 4.077 -1.016 -0.02 0.06 -0.06 0.40
H -6.390 -0.357 -0.537 -0.05 0.09 0.09 0.31
H -1.226 -1.545 -3.153 0.04 0.06 -0.03 0.47
H 4.451 2.552 -1.264 0.05 -0.01 -0.11 0.38
H 3.307 -0.223 -1.162 -0.01 0.08 -0.04 0.30
H -7.069 -1.926 2.529 0.02 -0.01 0.01 0.31
H -3.700 -0.335 0.506 0.08 0.09 -0.07 0.33
H -0.943 1.629 0.554 -0.02 0.02 0.07 0.35
H -7.327 -0.205 0.975 0.03 -0.03 -0.03 0.38
H 3.365 0.592 2.367 0.00 -0.09 0.05 0.41
H 0.513 1.116 -1.372 0.04 -0.03 0.01 0.20
H 4.308 -2.964 1.956 0.08 -0.03 0.10 0.45
H 0.894 0.064 0.009 -0.03 0.11 -0.07 0.03
H 2.400 -4.391 1.293 -0.01 -0.08 0.05 0.38
H 0.838 -2.316 -2.697 0.05 0.08 -0.03 0.65
H -5.688 -3.034 2.323 -0.02 0.02 0.10 0.25
H 0.920 -3.690 -0.559 -0.12 -0.08 -0.04 0.47
H -5.418 -1.380 2.920 -0.02 -0.02 0.02 0.29
H 1.015 3.850 0.912 -0.08 0.06 0.01 0.43
H -0.742 0.165 -3.244 0.00 -0.04 -0.01 0.37
H -5.319 0.797 2.097 -0.08 0.08 -0.08 0.31
H -5.774 1.737 0.655 0.00 -0.09 0.10 0.43
H 1.635 -0.723 -2.716 -0.02 -0.07 0.01 0.34
H -1.901 1.845 -1.717 -0.10 -0.03 0.08 0.32
H 1.438 2.106 2.609 -0.07 -0.01 0.08 0.40
H 5.479 0.445 -0.685 -0.05 0.02 0.11 0.37
H -2.787 -1.059 -1.334 -0.04 -0.06 -0.02 0.28
H -3.150 -0.034 -2.732 -0.06 -0.03 0.01 0.40
H 6.064 0.906 0.927 -0.11 -0.07 -0.16 0.34
```
Positions in Å, forces in eV/Å.

Results
SMILES string: COCCNC(=O)C1CCN(Cc2cccc(OCc3ccccc3)c2)CC1
Molar mass (g mol⁻¹): 382.50
HOMO-LUMO gap (eV): 9.207
Energy relative to the best compared isomer or geometry (same formula, charge and spin) (kJ/mol): 157.4

=====

No. 2
The following is a quantum chemistry calculation of a 2-piece molecular cluster, H4O2 overall at a distorted geometry, from OMol25.

XYZ file:
```
6
Properties=species:S:1:pos:R:3:forces:R:3:mulliken_charge:R:1
O -0.755 1.041 0.637 0.83 0.10 0.58 -0.65
O 0.816 -0.693 -1.101 0.31 -0.49 -0.73 -0.59
H 0.912 -0.256 -0.262 -0.14 0.20 0.28 0.29
H 0.099 1.027 1.134 -1.27 -0.13 -0.43 0.33
H 0.047 -1.265 -1.036 0.01 0.04 0.08 0.31
H -1.119 0.146 0.628 0.26 0.27 0.22 0.32
```
Positions in Å, forces in eV/Å.

Results
SMILES string: O.O
Molar mass (g mol⁻¹): 36.03
HOMO-LUMO gap (eV): 11.882
Energy relative to the best compared isomer or geometry (same formula, charge and spin) (kJ/mol): 38.8

=====

No. 3
The following is a quantum chemistry calculation of C35H57MnN5O10S3Si as an isolated structure at a distorted geometry, from OMol25.

XYZ file:
```
112
Properties=species:S:1:pos:R:3:forces:R:3:mulliken_charge:R:1
Mn -0.529 -1.218 -0.599 -0.50 -0.58 -0.67 0.21
S -0.726 -0.997 -3.390 0.08 -0.05 0.05 -0.56
S 1.740 3.144 0.614 -0.07 -0.05 -0.26 -0.94
S 1.503 -5.704 2.402 0.03 -0.03 -0.03 1.56
Si 0.812 2.490 2.292 -0.05 -0.14 0.06 -0.08
O -1.472 0.432 -0.555 0.12 0.23 0.31 0.25
O 0.253 0.920 2.234 0.29 0.18 0.11 0.69
O 2.652 -5.558 1.547 0.01 0.01 0.04 -0.70
O -2.284 -1.849 -0.206 -0.03 -0.07 0.12 -0.83
O 1.770 2.646 3.679 0.06 0.05 -0.02 0.28
O -0.558 3.303 2.792 -0.04 0.05 0.06 -0.08
O -0.599 -3.939 -2.340 -0.01 0.03 -0.07 -0.70
O 0.041 -3.074 -0.373 0.01 -0.22 0.36 0.30
O 1.160 -0.578 -0.684 0.28 0.53 -0.12 0.31
O 1.058 -7.035 2.733 0.02 -0.02 -0.03 -0.80
N -2.816 0.391 -0.546 0.00 -0.07 -0.18 -1.38
N -3.219 -0.875 -0.348 0.09 0.09 0.03 1.48
N 0.132 1.498 -2.645 -0.05 0.17 0.25 0.36
N -1.805 1.500 -3.594 -0.01 -0.10 -0.05 0.23
N 0.190 -4.888 1.869 0.24 0.05 -0.12 0.23
C 3.656 1.244 3.086 0.04 -0.06 -0.01 -1.45
C 3.168 2.471 3.850 -0.10 -0.02 0.00 1.85
C -0.783 0.691 -3.227 -0.04 -0.06 0.06 0.09
C 2.960 -4.026 4.012 0.00 0.07 0.05 -0.24
C -3.076 1.024 -4.089 -0.01 0.00 0.01 -0.94
C -2.186 4.979 2.998 -0.01 0.02 0.00 -1.91
C -0.744 4.598 3.326 0.05 -0.02 -0.02 1.81
C -0.079 0.472 4.612 -0.08 -0.08 0.10 -1.65
C -5.532 -0.207 -0.366 0.02 -0.01 0.01 -0.74
C -0.550 4.541 4.843 -0.02 0.00 0.02 -1.39
C 3.190 -1.703 -0.109 -0.03 -0.09 0.02 -1.24
C 2.975 -0.338 -2.216 -0.03 -0.01 0.01 -1.82
C 2.508 -2.672 7.535 0.03 0.03 -0.03 -1.36
C -0.284 -4.051 -1.170 -0.07 0.02 -0.13 0.04
C -6.266 -2.871 -0.062 -0.02 -0.01 0.00 -0.41
C -0.656 -5.580 0.884 -0.26 0.13 0.01 -1.02
C -7.258 -1.894 -0.148 0.03 0.01 0.00 -0.64
C 0.215 5.616 2.714 0.01 0.01 -0.01 -1.52
C 3.170 -3.330 5.195 -0.06 -0.02 0.01 -0.51
C -6.864 -0.566 -0.300 -0.01 0.01 0.00 -0.40
C 1.181 -4.282 6.130 -0.06 -0.01 0.05 -0.79
C -0.359 -1.289 2.876 -0.15 -0.01 -0.20 -1.30
C -0.212 -5.454 -0.567 0.23 0.09 0.15 -0.68
C -1.555 2.794 -3.166 -0.04 0.08 0.00 -0.29
C 3.913 3.723 3.390 -0.01 0.02 0.00 -1.79
C 1.850 -4.847 3.906 -0.17 0.08 -0.03 -0.01
C -4.925 -2.550 -0.124 0.01 0.02 -0.01 -0.74
C 3.383 2.277 5.350 0.01 0.01 0.02 -1.73
C 2.262 -1.257 -1.233 -0.03 -0.15 0.08 0.98
C -0.535 0.207 3.180 -0.10 -0.15 -0.19 2.10
C -0.357 2.785 -2.559 0.14 -0.04 0.07 -0.78
C -2.006 0.581 3.016 -0.08 0.02 0.00 -1.41
C -4.533 -1.204 -0.278 -0.08 -0.02 -0.05 0.52
C 2.285 -3.447 6.265 0.13 0.07 -0.05 1.05
C 0.955 -4.977 4.957 -0.03 -0.05 -0.04 -0.73
H 0.477 -4.371 6.949 0.00 0.00 0.00 0.26
H -2.922 0.047 -4.541 0.00 0.01 0.00 0.32
H 0.823 -5.796 -0.663 -0.01 -0.04 -0.03 0.29
H 2.605 -2.204 0.665 0.02 -0.02 -0.03 0.10
H 3.104 0.356 3.404 -0.01 -0.01 0.02 0.15
H -2.868 4.232 3.406 0.00 0.00 0.00 0.36
H -2.439 5.958 3.416 0.00 0.00 0.00 0.39
H -5.233 0.826 -0.470 0.00 0.00 0.00 0.42
H 1.250 5.357 2.940 -0.01 0.00 0.02 0.14
H 2.572 -1.603 7.329 0.01 0.01 -0.01 0.22
H 2.297 -0.069 -3.028 0.07 -0.06 -0.04 0.43
H 3.720 3.896 2.332 -0.01 0.00 -0.01 0.22
H 3.683 -0.839 0.338 0.00 0.09 0.07 0.29
H -2.637 -0.123 3.567 -0.01 0.00 0.01 0.41
H -7.615 0.214 -0.365 0.00 -0.01 0.00 0.33
H -1.290 3.869 5.287 0.01 -0.01 0.00 0.28
H 4.724 1.077 3.258 -0.01 0.01 0.01 0.63
H -0.180 1.526 4.870 0.01 -0.02 -0.02 0.05
H -0.832 -1.892 3.656 0.05 0.01 0.05 0.62
H -6.546 -3.913 0.054 0.00 0.00 0.00 0.35
H 3.482 1.386 2.021 0.02 -0.01 -0.07 0.24
H 0.117 5.622 1.628 0.00 0.00 0.00 0.29
H 1.692 -2.830 8.240 0.01 -0.01 0.00 0.34
H -0.840 -6.087 -1.193 0.04 -0.05 0.00 0.32
H 3.854 -0.828 -2.648 0.00 0.02 0.02 0.38
H 0.706 -1.531 2.836 0.02 -0.03 -0.06 0.23
H -2.321 5.006 1.916 0.00 0.00 0.00 0.39
H -8.306 -2.160 -0.096 0.00 0.00 0.00 0.35
H -0.668 5.533 5.288 -0.01 0.00 0.00 0.50
H -4.159 -3.308 -0.067 0.00 0.00 0.00 0.42
H -0.849 -1.589 1.932 0.23 0.26 0.29 -0.09
H 3.950 -2.401 -0.473 0.01 0.04 -0.01 0.37
H 0.840 1.134 -2.006 -0.12 -0.10 -0.05 -0.03
H 3.559 4.588 3.959 0.01 0.00 0.00 0.32
H -0.694 -6.628 1.176 -0.08 0.00 0.00 0.51
H 0.435 -3.955 1.526 -0.01 -0.02 -0.01 -0.24
H 2.974 3.131 5.896 0.01 0.00 0.00 0.35
H -2.278 0.548 1.961 0.01 -0.02 0.00 -0.02
H -2.187 1.592 3.382 0.01 -0.02 -0.02 0.19
H -2.268 3.585 -3.313 0.01 0.00 0.00 0.43
H 3.631 -3.924 3.171 0.00 0.00 0.00 0.42
H 4.989 3.613 3.557 0.00 0.00 0.00 0.49
H 2.867 1.378 5.689 -0.05 -0.06 0.03 0.23
H -3.465 1.725 -4.829 -0.01 0.00 0.01 0.35
H 0.184 3.546 -2.031 0.05 0.07 0.10 0.45
H 0.000 6.615 3.109 0.00 0.00 0.00 0.50
H 0.967 0.190 4.733 0.07 -0.02 0.03 0.01
H 0.444 4.157 5.069 0.00 0.02 -0.01 0.02
H -1.655 -5.154 0.996 -0.02 -0.04 0.01 0.36
H 0.085 -5.609 4.842 0.01 0.00 -0.01 0.40
H 4.022 -2.666 5.275 0.02 0.02 0.01 0.38
H 3.440 -2.972 8.018 0.00 0.01 0.00 0.34
H 3.288 0.572 -1.698 0.02 0.02 0.00 0.30
H 1.930 -2.154 -1.775 -0.05 0.05 -0.03 0.10
H -0.687 -0.124 5.299 0.00 0.01 0.02 0.63
H -3.779 0.919 -3.260 0.00 -0.01 0.00 0.31
H 4.447 2.183 5.585 0.00 0.00 -0.01 0.38
```
Positions in Å, forces in eV/Å.

Results
2S+1: 6
Molar mass (g mol⁻¹): 887.09
Net charge: -2
HOMO-LUMO gap (alpha / beta) (eV): 4.503 / 6.193
Energy relative to the best compared isomer or geometry (same formula, charge and spin) (kJ/mol): 220.3
⟨S²⟩: 8.806

=====

No. 4
The following is a quantum chemistry calculation of a 6-piece molecular cluster, C48H39F5O3 overall at a distorted geometry, from OMol25.

XYZ file:
```
95
Properties=species:S:1:pos:R:3:forces:R:3:mulliken_charge:R:1
F -0.823 -4.856 -0.694 -0.05 0.10 -0.05 -0.14
F 1.083 4.264 -3.149 -0.04 -0.17 -0.09 -0.27
F -2.527 -6.282 2.609 0.16 0.09 -0.01 -0.22
F -5.648 -1.288 -3.572 -0.10 -0.02 -0.10 -0.31
F 1.237 7.896 1.369 0.06 -0.16 0.11 -0.28
O 1.009 0.467 -2.001 -0.67 1.09 0.12 -0.61
O 1.059 -1.357 2.533 3.13 -0.93 -2.49 -0.56
O 5.870 -2.671 2.948 -2.96 0.70 -3.15 -0.53
C 2.715 0.729 0.589 3.76 -1.12 0.80 0.44
C 3.687 2.943 -2.117 0.01 0.54 2.14 -0.62
C 0.989 11.940 2.058 0.01 0.05 -0.03 -0.44
C -5.811 -8.129 4.248 -0.04 -0.04 -0.02 -0.48
C -1.537 -5.775 -1.366 -0.53 -0.65 -0.50 -0.08
C -4.651 0.211 -2.052 -0.14 0.11 -0.07 -0.41
C 1.610 10.102 0.628 0.07 -0.09 -0.17 -0.06
C 0.463 6.043 -1.734 -0.02 -0.15 0.08 -0.30
C 2.062 -1.672 1.852 -0.76 0.04 0.70 0.13
C 0.619 9.673 2.788 -0.06 -0.15 0.10 -0.54
C 1.000 5.586 -2.927 -0.04 0.83 0.16 0.42
C -3.008 -7.666 -2.747 -0.02 -0.04 -0.05 -0.60
C 3.919 1.618 0.091 -0.37 -1.65 1.34 0.79
C 3.362 -6.102 0.863 -0.85 3.21 0.91 -0.46
C 5.820 -0.131 0.990 -4.90 0.86 -0.33 -0.88
C -3.674 0.469 -1.096 0.09 -0.33 -0.11 -0.42
C -4.039 -6.503 4.402 0.12 0.15 0.05 -0.44
C 0.383 7.412 -1.502 0.04 0.02 -0.34 -0.32
C 1.156 9.218 1.594 -0.03 0.83 0.17 0.11
C -5.358 -8.510 2.988 0.07 0.23 0.24 -0.46
C -4.703 -1.037 -2.653 0.56 0.15 0.55 0.31
C 0.745 1.553 -1.052 -1.62 -0.07 0.39 0.30
C 3.688 3.003 -0.674 0.24 -1.38 -3.01 -0.77
C -2.811 -1.769 -1.375 -0.13 0.23 -0.01 -0.26
C 0.540 11.042 3.023 0.12 -0.02 -0.29 -0.39
C -2.139 -6.824 -3.436 -0.13 -0.06 0.33 -0.55
C 4.637 -1.041 1.446 -0.25 2.11 -0.99 0.39
C 2.421 -3.212 1.525 1.02 -2.69 -0.75 0.46
C 1.521 11.471 0.859 -0.14 -0.13 0.31 -0.53
C -4.250 -7.881 2.430 0.10 0.01 -0.12 -0.22
C -2.753 -0.521 -0.761 0.05 0.07 0.03 -0.66
C 1.361 7.837 -3.669 -0.11 -0.13 0.31 -0.44
C 4.422 -5.076 1.334 -3.92 1.74 -0.14 -0.59
C 1.452 6.468 -3.896 0.07 -0.10 -0.16 -0.58
C 0.829 8.308 -2.470 0.01 -0.01 -0.06 -0.72
C 1.360 -4.249 1.065 4.17 -0.83 0.65 -0.55
C 3.132 -0.614 1.271 1.85 1.13 -0.76 0.17
C 5.415 1.211 0.306 -1.81 -2.39 1.14 -0.61
C 4.946 -2.476 2.120 0.58 -0.32 0.95 0.10
C -5.154 -7.125 4.954 0.04 -0.15 -0.29 -0.39
C 3.929 -3.643 1.659 -1.71 -1.20 -0.87 0.34
C -3.795 -2.031 -2.323 -0.04 -0.13 -0.11 -0.46
C -2.395 -6.611 -0.669 0.00 0.05 0.24 0.32
C 1.181 1.125 0.426 -0.04 -0.78 -0.27 -0.04
C -3.138 -7.559 -1.365 0.23 0.18 -0.27 -0.30
C -3.600 -6.886 3.145 -0.71 -0.40 0.37 0.47
C -1.403 -5.869 -2.742 0.15 0.17 -0.06 -0.36
C 1.867 -5.699 0.751 2.02 2.12 0.73 -0.37
H 0.267 -3.950 0.958 1.86 -0.54 0.26 0.47
H 3.029 2.203 -2.706 2.08 0.28 1.12 0.25
H -3.510 -5.726 4.941 -0.01 -0.03 -0.07 0.41
H 1.871 6.083 -4.819 -0.04 -0.02 0.06 0.42
H 5.538 -5.270 1.437 -1.82 0.05 -0.18 0.35
H 0.563 0.180 0.680 1.10 1.52 -0.39 -0.12
H 0.763 9.377 -2.292 -0.03 -0.11 -0.03 0.53
H -5.371 0.971 -2.332 0.01 -0.08 0.00 0.41
H -5.511 -6.826 5.934 0.08 -0.02 -0.10 0.36
H -3.819 -8.213 -0.830 0.07 0.07 -0.05 0.32
H -3.585 -8.408 -3.290 0.06 0.08 0.06 0.37
H 2.029 9.718 -0.295 -0.01 -0.03 0.09 0.63
H 3.558 4.017 -0.174 1.35 -1.48 -0.33 0.34
H -5.869 -9.295 2.441 0.07 0.09 0.02 0.36
H -3.860 -3.000 -2.805 -0.02 0.05 0.00 0.48
H -3.629 1.439 -0.614 -0.03 -0.08 -0.07 0.41
H -6.679 -8.616 4.681 0.10 0.06 -0.05 0.36
H 6.886 -0.483 1.163 -1.62 0.70 -0.32 0.35
H 0.129 11.409 3.957 0.03 -0.07 -0.10 0.36
H 1.117 -6.499 0.397 1.33 1.53 0.65 0.28
H 6.291 1.878 -0.031 -1.89 -0.97 0.43 0.28
H 1.867 12.172 0.107 -0.01 -0.10 0.06 0.36
H 1.705 8.537 -4.423 -0.02 -0.11 0.06 0.38
H -3.888 -8.159 1.447 0.02 0.00 0.09 0.19
H 0.924 13.008 2.239 0.01 -0.12 -0.01 0.37
H 0.824 1.918 1.187 0.91 -1.07 -1.25 0.34
H 0.266 8.960 3.524 0.05 0.01 -0.06 0.40
H 1.138 2.564 -1.400 -0.18 -1.56 0.51 -0.25
H 3.699 -7.166 0.611 -0.69 1.80 0.39 0.31
H -2.090 -2.537 -1.116 -0.09 0.05 -0.03 0.44
H -0.027 7.780 -0.569 0.02 -0.10 -0.16 0.42
H -2.036 -6.912 -4.512 0.01 0.05 0.11 0.39
H 0.112 5.332 -0.996 0.04 0.01 -0.05 0.47
H -0.728 -5.199 -3.262 -0.01 -0.03 0.06 0.45
H -0.411 1.649 -1.029 1.73 0.09 0.26 0.30
H 0.263 0.478 -2.650 1.02 -0.02 0.84 0.34
H 4.313 3.684 -2.741 -2.02 -0.43 1.09 0.26
H -2.476 -6.520 0.407 0.05 0.07 -0.12 0.27
H -1.987 -0.318 -0.018 -0.07 -0.05 -0.06 0.45
```
Positions in Å, forces in eV/Å.

Results
SMILES string: C=Cc1ccc2c(c1CCO)C(=O)c1ccccc1C2=O.Fc1ccccc1.Fc1ccccc1.Fc1ccccc1.Fc1ccccc1.Fc1ccccc1
Molar mass (g mol⁻¹): 758.83
HOMO-LUMO gap (eV): 7.774
Energy relative to the best compared isomer or geometry (same formula, charge and spin) (kJ/mol): 0.0

=====

The highest molar mass belongs to which entry? C35H57MnN5O10S3Si